{
  "formula": "C49H100N9O15",
  "method": "wB97M-V/def2-TZVPD",
  "charge": 1,
  "orbital_gap_ha": 0.1851,
  "homo_energy_ev": -7.34,
  "multiplicity": 1,
  "symbols": ["C", "C", "N", "C", "C", "N", "C", "C", "H", "H", "H", "H", "H", "H", "H", "H", "H", "H", "H", "C", "C", "N", "C", "C", "N", "C", "C", "H", "H", "H", "H", "H", "H", "H", "H", "H", "H", "H", "C", "C", "C", "N", "C", "C", "C", "C", "C", "H", "H", "H", "H", "H", "H", "H", "H", "H", "H", "H", "H", "H", "H", "H", "H", "H", "H", "C", "C", "C", "N", "C", "C", "C", "C", "C", "H", "H", "H", "H", "H", "H", "H", "H", "H", "H", "H", "H", "H", "H", "H", "H", "H", "H", "C", "C", "O", "N", "H", "H", "C", "H", "H", "H", "H", "H", "H", "C", "C", "O", "N", "H", "H", "C", "H", "H", "H", "H", "H", "H", "C", "C", "O", "N", "H", "H", "C", "H", "H", "H", "H", "H", "H", "C", "C", "O", "O", "H", "H", "H", "C", "C", "O", "O", "H", "H", "H", "C", "C", "O", "O", "H", "H", "H", "C", "C", "O", "O", "H", "H", "H", "C", "C", "O", "O", "H", "H", "H", "C", "C", "O", "O", "H", "H", "H"],
  "coordinates": [[6.346, -5.615, 5.293], [5.028, -5.738, 4.528], [4.295, -4.507, 4.417], [3.872, -3.798, 5.548], [3.298, -2.539, 5.180], [3.293, -2.543, 3.775], [3.993, -3.667, 3.385], [2.700, -1.530, 2.932], [7.150, -5.210, 4.678], [6.776, -6.469, 5.815], [6.229, -4.777, 5.981], [4.258, -6.386, 4.947], [5.206, -6.175, 3.546], [3.849, -4.299, 6.504], [2.790, -1.846, 5.835], [4.366, -3.913, 2.402], [2.031, -2.078, 2.268], [3.566, -1.184, 2.368], [2.145, -0.811, 3.533], [-4.629, 1.415, -2.409], [-5.619, 2.501, -1.992], [-6.353, 2.796, -3.139], [-7.494, 2.145, -3.519], [-7.915, 2.822, -4.664], [-6.903, 3.652, -5.128], [-5.974, 3.678, -4.140], [-7.019, 4.598, -6.200], [-3.885, 1.953, -2.996], [-5.038, 0.493, -2.821], [-4.016, 1.189, -1.536], [-5.064, 3.384, -1.674], [-6.237, 2.083, -1.197], [-8.083, 1.433, -2.958], [-8.849, 2.638, -5.174], [-5.147, 4.371, -4.106], [-7.203, 5.584, -5.774], [-7.922, 4.425, -6.786], [-6.042, 4.535, -6.680], [-0.902, -2.110, -4.291], [0.186, -1.067, -4.699], [1.557, -1.870, -4.946], [2.656, -1.011, -5.636], [2.255, -0.501, -7.075], [3.853, -1.948, -5.765], [5.134, -1.039, -5.779], [4.674, 0.214, -5.155], [3.187, 0.231, -4.800], [-0.984, -2.975, -4.950], [-1.868, -1.632, -4.457], [-0.776, -2.225, -3.214], [0.407, -0.326, -3.931], [-0.170, -0.672, -5.651], [1.389, -2.680, -5.656], [2.035, -2.229, -4.034], [2.135, -1.459, -7.581], [3.087, 0.092, -7.456], [1.289, -0.002, -7.001], [3.689, -2.697, -6.539], [3.925, -2.598, -4.893], [5.525, -0.803, -6.769], [5.975, -1.441, -5.215], [4.810, 0.996, -5.902], [5.214, 0.425, -4.232], [2.627, 1.059, -5.236], [2.970, 0.185, -3.733], [1.738, 8.104, 1.693], [0.815, 7.047, 2.348], [1.513, 6.393, 3.582], [0.892, 5.056, 4.016], [-0.500, 5.327, 4.585], [0.871, 3.948, 2.929], [0.785, 2.557, 3.691], [1.512, 2.817, 4.964], [1.704, 4.336, 5.085], [1.941, 8.969, 2.325], [1.261, 8.570, 0.831], [2.599, 7.529, 1.353], [0.496, 6.300, 1.621], [-0.046, 7.614, 2.705], [1.668, 7.012, 4.465], [2.515, 6.121, 3.248], [-0.388, 5.848, 5.536], [-1.082, 4.424, 4.768], [-1.085, 5.924, 3.885], [0.062, 4.113, 2.218], [1.719, 3.846, 2.253], [-0.266, 2.273, 3.740], [1.411, 1.903, 3.084], [0.878, 2.372, 5.731], [2.441, 2.311, 5.226], [1.369, 4.642, 6.076], [2.758, 4.561, 4.921], [-0.519, 1.332, 0.244], [-1.130, 0.012, -0.211], [-2.168, -0.142, -0.906], [-0.506, -1.204, 0.499], [0.484, -1.203, 0.296], [-0.603, -1.216, 1.504], [-1.064, -2.616, 0.025], [0.525, 1.097, 0.451], [-0.915, 1.782, 1.155], [-0.637, 2.168, -0.446], [-2.150, -2.688, -0.045], [-0.746, -3.378, 0.736], [-0.815, -2.769, -1.025], [-5.396, -0.166, 1.193], [-5.272, -0.178, 2.753], [-5.582, -1.157, 3.357], [-4.737, 1.081, 3.442], [-4.801, 1.840, 2.778], [-5.330, 1.408, 4.192], [-3.272, 1.130, 4.129], [-5.580, 0.834, 0.801], [-6.112, -0.910, 0.844], [-4.404, -0.474, 0.863], [-2.600, 0.872, 3.310], [-3.218, 0.341, 4.879], [-3.193, 2.095, 4.630], [3.889, -4.882, -0.739], [3.116, -4.410, -1.916], [3.604, -4.180, -3.004], [1.616, -4.391, -1.744], [1.304, -4.640, -0.816], [1.350, -3.419, -1.815], [0.852, -5.184, -2.815], [4.951, -4.707, -0.914], [3.670, -5.919, -0.487], [3.641, -4.210, 0.083], [-0.207, -4.976, -2.656], [1.138, -6.234, -2.750], [1.121, -4.948, -3.845], [-2.832, 4.692, 0.345], [-3.317, 3.815, 1.531], [-4.526, 3.403, 1.580], [-2.483, 3.521, 2.399], [-3.606, 5.363, -0.026], [-2.514, 4.051, -0.477], [-2.060, 5.351, 0.743], [-0.849, -2.457, 5.223], [-1.048, -1.747, 3.921], [-2.105, -2.003, 3.326], [-0.252, -0.851, 3.535], [-0.694, -1.801, 6.080], [0.092, -2.984, 5.066], [-1.565, -3.221, 5.526], [0.842, -5.381, 3.379], [1.240, -5.882, 1.959], [1.371, -5.017, 1.038], [1.144, -7.105, 1.739], [1.530, -5.836, 4.091], [-0.155, -5.787, 3.553], [0.760, -4.296, 3.446], [2.105, 2.811, -1.684], [1.788, 4.007, -0.745], [0.656, 4.602, -0.870], [2.647, 4.319, 0.115], [1.201, 2.586, -2.249], [2.360, 1.928, -1.099], [2.925, 2.983, -2.382], [3.929, -0.911, -1.520], [2.487, -1.052, -0.977], [1.636, -1.530, -1.747], [2.342, -0.678, 0.235], [4.117, -1.269, -2.532], [4.598, -1.439, -0.841], [4.283, 0.115, -1.621], [-4.335, -2.780, -2.159], [-4.093, -3.892, -3.155], [-3.105, -4.574, -3.084], [-4.958, -4.065, -4.068], [-3.972, -1.870, -2.636], [-3.748, -2.790, -1.241], [-5.399, -2.559, -2.070]],
  "atomic_forces_ev_per_a": [[0.2328, 1.4696, 0.1971], [0.0472, -1.7139, -0.6083], [-1.3301, 5.0214, 0.3889], [-1.1907, 1.6046, -0.4544], [0.9063, -4.1421, -0.5701], [2.1278, -2.7238, 2.6414], [-0.4071, -0.1122, 0.2477], [0.6501, -0.6472, -0.9442], [-0.0937, -0.2931, -0.5607], [-0.6769, -0.1832, -0.1543], [-0.0607, -0.3337, 0.6086], [0.5233, -0.4450, 0.5091], [-0.1409, 0.3397, -0.1979], [0.2321, 0.2988, 0.0391], [-0.0134, 0.0955, -0.4364], [-0.5695, 0.3251, -0.1889], [-0.0973, 0.4503, -0.0469], [-0.6445, 0.8400, -0.2607], [0.1676, -0.0704, -0.2105], [1.4094, 0.8506, 1.3293], [1.9404, -1.6112, 1.2051], [-0.9728, 1.8148, -3.3785], [-1.0022, 2.6140, -1.8110], [0.3619, -1.8223, 0.1329], [-1.0880, -1.1597, 3.4114], [-1.2199, -1.2241, 0.8965], [0.2314, 0.8066, 0.1357], [-0.0616, -0.5889, -0.8602], [-0.0175, 0.2951, -0.1872], [-0.2188, -0.4664, 0.1460], [-0.2523, -0.0862, 0.3439], [-0.3553, 0.6447, -0.0984], [0.5016, 0.0292, 0.2229], [0.2827, 0.1850, -0.3377], [0.0784, -0.2837, 0.1147], [0.4037, 0.1311, -0.0040], [0.5606, -0.5731, -0.3383], [-0.5360, 0.4290, -0.8010], [0.1641, 1.8893, 0.1572], [1.4453, -2.3997, -0.7268], [-1.0532, 2.0061, -0.8001], [0.2470, 0.0775, 0.3429], [0.1970, -1.6979, 2.1047], [1.0438, 0.1937, 0.4040], [-0.5493, -1.6520, -0.8430], [-0.5013, 2.5182, 0.8565], [-0.6945, -1.3960, -1.4877], [0.5627, -0.3357, 0.5223], [-0.1330, 0.0768, 0.3708], [-0.3191, -0.9715, -0.1853], [-0.4654, 0.1255, -0.1300], [0.3726, 0.5292, 0.0735], [-0.0788, -0.1424, 0.1296], [-0.3430, 0.1128, 0.0360], [-0.0099, 0.3908, -0.5661], [-0.3011, -0.0275, -0.0297], [0.4049, 0.2228, -0.0466], [0.0650, 0.5919, -0.5657], [-0.3647, 0.4435, 0.4390], [-0.2046, -0.4221, -0.1429], [-0.3016, -0.4912, -0.0801], [0.3611, 0.4165, 0.5164], [0.1935, 0.3631, -0.2625], [0.2373, 0.1561, 0.2848], [-0.1882, -0.5617, -0.2098], [-0.4162, -0.8345, -0.1614], [-0.0686, 1.0555, 1.2534], [0.4734, -1.0127, -1.3228], [-0.2615, -1.0376, 0.2300], [0.0711, -0.1127, -0.4016], [-0.9094, -1.1146, -0.3990], [0.6500, 1.7269, -2.4559], [-0.8525, -0.0976, 1.8623], [0.1157, 0.0361, 0.5785], [0.4592, -0.3898, 0.4068], [-0.1333, -0.4442, -0.1807], [0.4074, 0.6436, -0.0598], [0.2066, -0.0676, -0.0207], [-0.4104, -0.3095, -0.0126], [-0.5581, 0.1080, -0.0093], [0.1048, -0.1712, -0.0167], [0.1747, 0.1386, -0.1778], [0.4402, -0.2494, -0.2370], [0.2735, -0.0599, -0.0318], [-0.3937, 0.1160, 0.4389], [0.7747, 1.2742, 0.4771], [0.3252, -0.4366, 0.3383], [-0.7497, -0.4408, -0.2137], [-0.2297, 0.6625, 0.5540], [0.3049, -0.0087, -1.0086], [0.2802, 0.5133, -0.1511], [-0.1539, 0.3209, 0.0233], [0.5063, -0.7449, -0.4797], [-4.3420, 0.2481, -0.3494], [4.6074, 0.1915, 2.5384], [-2.3688, -2.0505, -2.6477], [1.3672, 0.2919, -0.1154], [-0.3505, 0.8338, 1.5343], [-0.3065, 1.1234, -0.1312], [0.2357, 0.4184, -0.1401], [-0.5872, -0.7116, 0.4071], [0.1948, -0.3465, -0.5281], [0.0170, 0.7927, 0.6676], [0.4970, 0.1924, -0.2348], [0.7143, -0.0112, 0.2622], [0.8247, 0.7933, 1.3814], [-0.7387, -1.6903, -1.1811], [0.4872, 1.3965, 0.5214], [1.3171, -0.3760, 1.1737], [0.6675, 1.4423, -1.2605], [-0.7399, -0.5513, 0.3137], [-1.4235, -1.2415, -0.8781], [-0.0366, -0.0040, 0.0412], [0.0158, 0.1310, 0.4028], [0.1316, -0.0201, -0.2478], [0.2484, 0.5700, 0.3778], [-0.3395, -0.1614, -0.2328], [0.1025, 0.0395, -0.7764], [0.4226, 1.1068, 0.2690], [0.7935, -0.9817, -1.5412], [-1.3857, 0.1186, 1.5269], [0.4442, -0.3262, -2.3338], [0.0753, -1.1129, 1.7585], [-0.1017, 1.3662, -0.2802], [0.3654, -0.1423, 0.1780], [-0.0592, -0.3586, -0.3916], [-0.2360, 0.1326, 0.1326], [-0.4528, -0.3948, 0.3792], [-0.0584, -0.3538, 0.0135], [-0.4062, 0.0198, 0.6300], [0.2308, 0.8351, 0.3404], [-0.7503, 0.1221, 0.9034], [-1.0429, -0.2607, -0.2054], [0.1341, -0.1145, -0.5322], [1.0363, -0.0367, 0.4997], [-0.3393, -0.2268, 0.0052], [0.4309, 0.1469, 0.1037], [0.4297, -0.3869, -0.4615], [1.3693, -0.7165, 0.7562], [-1.9929, 0.9281, 0.0720], [-0.6755, -0.4095, -0.9728], [1.3036, 0.1017, -0.0803], [0.0452, 0.3162, -0.1537], [0.3058, -0.1967, 0.4164], [-0.3038, 0.2804, -0.5461], [0.2974, -0.3978, -0.8285], [-1.9946, -1.1618, -0.6013], [0.7592, 1.3654, -0.4153], [0.8681, 0.6657, 0.6913], [-0.0772, 0.2276, 0.2955], [0.0758, -0.0799, 0.1308], [0.3642, -0.0124, 0.0448], [-0.6306, -0.0018, 0.0737], [-1.0875, 1.4126, 0.5307], [1.2237, -1.3582, -0.2008], [0.1175, -0.5269, -0.1269], [-0.0019, -0.0409, -0.1818], [0.1024, 0.0086, 0.2007], [0.0957, 0.3405, 0.1059], [0.3062, 0.0854, -0.2341], [1.7452, 1.1589, 1.4384], [-1.0780, -0.5655, -0.3026], [-0.5112, -0.7661, -1.8448], [-0.4625, -0.6846, -0.0133], [0.1190, 0.1236, 0.0202], [-0.2724, 0.3053, 0.7326], [-0.0118, 1.3716, -0.3083], [-3.2616, -0.0925, -2.0484], [4.1861, -1.4930, 1.2686], [-0.3172, 1.1747, 0.6852], [0.2610, 0.2658, -0.3377], [-0.4612, -0.5278, 0.1848], [-0.0565, -0.3971, 0.5522]],
  "mulliken_charge": [-1.07, -0.61, 0.37, -0.56, -0.43, 0.38, -0.35, -0.41, 0.33, 0.36, 0.34, 0.37, 0.41, 0.49, 0.48, 0.35, 0.02, 0.50, -0.09, -0.81, -0.46, 0.39, -0.25, -0.43, 0.10, -0.23, -0.81, 0.38, 0.43, 0.01, 0.21, 0.23, 0.39, 0.41, 0.43, 0.36, 0.30, 0.32, -1.24, -0.07, -0.37, 0.22, -0.92, -0.18, -0.76, -0.67, 0.45, 0.46, 0.54, -0.08, -0.07, 0.57, 0.60, -0.21, 0.35, 0.39, 0.32, 0.58, -0.06, 0.30, 0.36, 0.40, 0.37, 0.45, -0.69, -1.58, 0.18, -0.88, 0.76, -0.95, -0.79, 1.15, -0.85, -0.72, 0.38, 0.39, 0.38, 0.06, 0.32, 0.51, 0.41, 0.33, 0.31, 0.32, 0.32, -0.08, -0.54, -0.15, 0.44, 0.44, 0.31, 0.42, -0.02, 0.55, -0.36, 2.91, -0.92, -0.81, 0.22, -0.10, -0.48, 0.45, -0.28, 0.10, -0.17, -0.21, 0.31, -0.44, 0.21, 0.06, 0.42, -0.57, 0.04, 0.44, -0.12, 0.00, 0.55, 0.27, -0.69, 0.53, -0.53, 1.37, 0.45, -0.84, -0.80, 0.44, 0.42, -0.19, 0.50, 0.32, 0.24, -0.63, 0.38, -0.97, -0.28, 0.38, 0.07, 0.04, -1.21, 0.47, -0.66, -0.31, 0.32, 0.07, 0.31, -0.43, 0.14, -0.64, -0.78, 0.26, 0.42, -0.38, -0.35, 0.48, -0.73, -0.77, 0.19, -0.22, 0.55, -1.51, 0.24, -0.23, -0.52, 0.14, 0.42, 0.45, 0.03, 0.31, -0.63, -0.81, -0.15, -0.01, 0.47]
}